86
Properties=species:S:1:pos:R:3 method="wB97M-V/def2-TZVPD" total_charge=+2 multiplicity=3 energy_ha=-2941.515280 de_lowest_kcal_mol=6.2
Mo -0.30724 -0.79541 -0.76826
C -1.67684 1.33794 2.95056
C -0.83122 0.95091 1.77525
N -1.10574 -0.11039 1.08308
N -2.11478 -0.93399 1.59448
C -1.88932 -2.17551 1.35315
S -0.49778 -2.77606 0.43041
S -2.89764 -3.45868 1.93490
C -4.06359 -2.57064 3.00853
C -3.62553 -2.44622 4.44217
C -4.49492 -2.83232 5.45332
C -4.13273 -2.69397 6.78595
C -2.89277 -2.17394 7.11773
C -2.01300 -1.79743 6.11113
C -2.37747 -1.93199 4.78239
C 0.37786 1.73415 1.47468
C 0.70856 2.83235 2.29220
C 1.90739 3.50121 2.16507
C 2.84069 3.07714 1.22283
C 2.55517 2.00641 0.40081
C 1.33238 1.34394 0.51670
O 1.13552 0.33597 -0.35256
H -1.18353 1.05147 3.88190
H -1.82098 2.41478 2.97033
H -2.63769 0.83771 2.91827
H -4.24346 -1.59959 2.54828
H -4.98691 -3.14631 2.93989
H -5.46236 -3.24728 5.20192
H -4.81760 -3.00280 7.56309
H -2.60708 -2.06952 8.15496
H -1.03645 -1.40774 6.36578
H -1.67905 -1.65271 4.00390
H 0.02363 3.15120 3.06080
H 2.13165 4.33170 2.81880
H 3.79528 3.57777 1.14010
H 3.26358 1.64797 -0.33335
O -2.21983 2.82234 -2.68875
C -1.22051 2.40398 -2.06389
O -1.01660 1.24677 -1.65555
C -0.12112 3.43893 -1.75450
N -0.55549 4.73372 -2.40722
C 0.34149 4.98697 -3.60326
C 1.02471 3.64937 -3.83450
C 1.21071 3.11023 -2.41890
H -0.06480 3.57805 -0.67399
H -0.54807 5.51765 -1.75915
H -1.53036 4.53741 -2.70231
H 1.04966 5.76074 -3.31259
H -0.26907 5.34990 -4.42456
H 1.96026 3.77197 -4.37449
H 0.37882 2.99180 -4.42011
H 2.02425 3.63116 -1.91258
H 1.41000 2.04054 -2.37311
C 2.04691 -1.13506 -4.43708
C 1.01592 -0.87020 -3.56333
N 0.84370 -1.59241 -2.44071
C 1.70584 -2.57183 -2.15609
C 2.81668 -2.85429 -2.93976
C 2.95304 -2.13800 -4.12158
C 3.79036 -3.89579 -2.56538
C 4.44532 -4.07575 -1.41202
C 4.52429 -3.23091 -0.20074
C 5.40111 -3.59459 0.81460
C 5.48567 -2.75775 1.91541
N 4.77074 -1.64119 2.01730
C 3.96766 -1.38243 0.99637
N 3.80331 -2.10441 -0.10210
H 2.14153 -0.56472 -5.34952
H 0.26874 -0.11201 -3.75701
H 1.51185 -3.14343 -1.26632
H 3.78372 -2.34835 -4.78286
H 4.02402 -4.59078 -3.36378
H 5.09829 -4.93949 -1.37387
H 5.99473 -4.49412 0.74897
H 6.14983 -2.98617 2.73962
H 3.37742 -0.47188 1.06783
N -4.16994 1.05628 -3.49920
C -4.03654 0.00776 -2.45242
C -2.62920 -0.55511 -2.62611
O -2.06787 -0.42667 -3.69495
O -2.16184 -1.06504 -1.54460
H -5.13372 1.29804 -3.72031
H -3.67546 0.70687 -4.33279
H -3.63257 1.88781 -3.15723
H -4.79302 -0.76300 -2.59561
H -4.15059 0.46705 -1.47450